65
Properties=species:S:1:pos:R:3 method="wB97M-V/def2-TZVPD" energy_ha=-2944.206172 e_homo_ev="-9.237 / -9.895" relative_energy_ev=0.049 largest_force_ev_per_a=1.0 charge=+1 spin_multiplicity=4
V 1.29 -0.60 0.49
N 3.51 -0.54 0.70
C 3.81 -0.27 2.14
C 2.72 -0.85 3.02
N 1.38 -0.31 2.65
C 0.26 -1.16 3.13
C -1.04 -0.83 2.40
N -0.84 -0.91 0.92
C 1.22 1.10 3.07
C 0.68 2.01 1.96
N 1.24 1.63 0.64
H 3.72 -1.52 0.49
H 4.09 0.01 0.09
H 3.89 0.81 2.26
H 4.77 -0.70 2.44
H 2.94 -0.66 4.08
H 2.70 -1.93 2.87
H 0.11 -1.05 4.21
H 0.52 -2.20 2.93
H -1.37 0.18 2.64
H -1.81 -1.51 2.74
H -1.49 -0.30 0.43
H -1.00 -1.87 0.61
H 2.20 1.48 3.39
H 0.56 1.16 3.94
H 0.90 3.05 2.21
H -0.40 1.92 1.87
H 2.16 2.04 0.51
H 0.64 2.02 -0.08
C 0.95 0.27 -2.64
N 1.23 -0.73 -1.59
C 1.55 -1.91 -2.00
C 1.77 -2.97 -1.05
C 2.15 -4.30 -1.23
C 2.16 -4.87 0.05
C 1.78 -3.85 0.93
N 1.54 -2.69 0.29
C -0.19 -0.11 -3.56
C -0.15 0.25 -4.90
C -1.21 -0.03 -5.75
C -2.33 -0.69 -5.26
C -2.37 -1.07 -3.93
C -1.31 -0.79 -3.09
H 1.85 0.44 -3.24
H 0.71 1.22 -2.16
H 1.62 -2.13 -3.07
H 2.39 -4.78 -2.16
H 2.39 -5.89 0.31
H 1.67 -3.94 2.00
H 0.73 0.77 -5.29
H -1.16 0.25 -6.79
H -3.15 -0.92 -5.92
H -3.24 -1.59 -3.54
H -1.34 -1.11 -2.05
S -1.87 2.02 -0.81
C -3.06 2.83 0.05
N -3.71 3.91 -0.34
C -4.52 4.61 0.66
C -4.96 3.53 1.64
S -3.61 2.32 1.63
H -3.45 4.34 -1.22
H -5.37 5.10 0.18
H -3.92 5.37 1.16
H -5.88 3.04 1.32
H -5.09 3.93 2.64